No. 1
Entry from the OMol25 dataset: a cluster of 2 separate species, C3H11NO2S in total in a non-equilibrium geometry (ωB97M-V/def2-TZVPD).

Structure (XYZ):
```
18
Properties=species:S:1:pos:R:3:forces:R:3
C -1.79547 -0.12483 1.23875 -1.184 3.580 -0.607
O -2.50923 0.20199 -0.00188 2.277 1.625 -0.815
C -0.19288 -0.04170 0.94159 -2.395 -1.189 0.232
C 0.55771 -1.14372 1.78883 -2.990 -0.063 -0.350
S 2.38832 -0.96601 1.62946 -0.928 -0.651 0.003
N 0.02984 -0.10468 -0.51859 0.821 -1.806 1.435
H -2.23223 -0.99770 1.60700 -0.047 -2.214 -0.001
H -2.32239 0.61834 2.10112 2.305 -1.163 -1.975
H -1.86332 0.77472 -0.62778 -2.409 -2.287 2.376
H -0.03304 0.93578 1.28137 1.161 1.367 0.794
H 0.05392 -1.08011 2.80544 1.523 0.396 -0.691
H 0.03372 -2.15090 1.50709 1.842 1.364 -0.189
H 2.65970 -0.57917 2.86984 -0.086 0.091 0.294
H 0.90600 -0.63186 -0.63162 -0.578 0.803 -0.651
H 0.00264 0.77298 -1.00773 0.683 0.151 0.133
H -0.03575 1.95918 -5.99284 -0.890 0.856 0.948
H -1.38083 2.65520 -6.18767 0.550 -0.012 0.839
O -0.69408 2.51974 -5.49567 0.344 -0.846 -1.773
```
Positions in Å, forces in eV/Å.

Kohn-Sham gap: 10.0 eV
E_LUMO: 0.7429 eV
2S+1: 1
structure (SMILES): N[C@@H](CO)CS.O
E_HOMO: -9.2904 eV

These are the natural (NBO) partial charges, in e, on atoms 1 to 4: number 1, C, carries -0.07; number 2, O, carries -0.73; number 3, C, carries -0.08; number 4, C, carries -0.57

***

No. 2
Entry from the OMol25 dataset: an isolated molecule of C2H3NP2 in a non-equilibrium geometry (ωB97M-V/def2-TZVPD).

Structure (XYZ):
```
8
Properties=species:S:1:pos:R:3:forces:R:3
C -1.60573 0.40410 -0.05591 2.527 -0.283 0.736
C 1.38162 0.93984 -0.03628 -3.012 -2.073 -0.418
N -2.59143 0.96011 0.10322 -0.983 0.260 -0.128
P 0.21757 -2.28145 0.12926 2.039 0.154 -1.182
P 0.10989 -0.25185 -0.04112 0.617 1.429 -0.062
H 2.18339 0.54569 -0.59087 1.647 -0.855 0.088
H 1.17766 1.90728 -0.39368 -0.712 1.294 -0.061
H -0.87298 -2.22374 0.88538 -2.122 0.074 1.027
```
Positions in Å, forces in eV/Å.

Kohn-Sham gap (spin up / spin down): 7.1 / 7.1 eV
E_LUMO (spin up / spin down): -1.4283 / -1.4253 eV
2S+1: 1
E_HOMO (spin up / spin down): -8.5162 / -8.5152 eV

These are the natural (NBO) partial charges, in e, on atoms 1 to 4: number 1, C, carries -0.06; number 2, C, carries -0.88; number 3, N, carries -0.24; number 4, P, carries -0.12

***

No. 3
Entry from the OMol25 dataset: an isolated molecule of C6H9N (ωB97M-V/def2-TZVPD).

Structure (XYZ):
```
16
Properties=species:S:1:pos:R:3:forces:R:3
C -0.57876 1.77122 -0.31865 0.010 0.020 0.034
C -0.41571 0.28865 -0.48217 -0.123 0.095 -0.162
C 0.33028 -0.21325 -1.58754 -0.285 0.022 -0.134
C 1.39387 -0.18352 -0.47437 0.164 -0.121 0.466
C 1.29698 -0.82762 0.69128 -0.024 0.040 -0.067
C -0.05230 -1.29490 1.21421 0.059 -0.159 0.114
N -1.05897 -0.56235 0.44473 0.058 0.192 -0.029
H 0.37048 2.25173 -0.58235 -0.120 -0.022 -0.001
H -0.80945 2.03023 0.72082 0.036 -0.010 -0.157
H -1.36242 2.18458 -0.96756 0.132 -0.122 0.073
H 0.52514 0.43972 -2.43455 0.011 -0.046 0.103
H 0.13500 -1.24388 -1.87939 0.026 0.124 0.012
H 2.17906 -1.12544 1.26263 -0.119 -0.008 -0.173
H -0.12082 -2.38028 1.04113 0.064 0.132 0.071
H -0.20187 -1.13485 2.28820 0.009 -0.028 -0.059
H -1.63052 -0.00004 1.06357 0.101 -0.111 -0.091
```
Positions in Å, forces in eV/Å.

Kohn-Sham gap: 8.2 eV
E_LUMO: 0.8895 eV
2S+1: 1
structure (SMILES): C[C@@]12CC1=CCN2
E_HOMO: -7.3188 eV

These are the natural (NBO) partial charges, in e, on atoms 1 to 4: number 1, C, carries -0.65; number 2, C, carries 0.26; number 3, C, carries -0.45; number 4, C, carries -0.17

***

No. 4
Entry from the OMol25 dataset: the ion C7H14FN4 with charge +1 in a non-equilibrium geometry (ωB97M-V/def2-TZVPD).

Structure (XYZ):
```
26
Properties=species:S:1:pos:R:3:forces:R:3
C 1.23009 -0.23692 -1.31379 -2.048 -0.473 0.233
C 1.80696 0.84087 0.81232 -0.346 -3.670 -3.021
C 1.60124 -1.49628 0.58035 -1.253 -0.674 1.112
C -0.19443 1.52420 -0.45139 -1.389 0.119 -2.162
C -0.60641 -1.68659 -0.45280 0.557 2.078 -2.771
C -1.54237 -0.57708 0.00310 -0.865 -1.874 2.105
C -2.76799 1.33970 0.14787 -2.663 2.116 -1.817
N 1.02488 0.92409 -0.44860 1.058 0.293 -0.076
N 0.80435 -1.39819 -0.58451 -0.560 -1.110 -0.070
N 1.35998 -0.38080 1.46939 1.059 -0.438 2.387
N -1.50816 0.67099 -0.13508 0.440 0.341 0.247
F -2.68278 -0.98498 0.62318 1.355 -0.701 -1.090
H 0.54708 -0.26446 -2.21444 1.294 0.886 0.429
H 2.28663 -0.40340 -1.44802 0.287 0.437 -0.843
H 2.83077 0.69248 0.46525 0.352 0.605 0.217
H 1.64941 1.65692 1.38587 -0.284 2.690 1.773
H 1.50250 -2.43751 1.11070 -0.547 -0.145 0.130
H 2.55908 -1.53965 0.18635 2.487 0.196 -0.469
H -0.24939 2.24033 0.35525 -0.227 0.710 -0.340
H -0.49364 1.80261 -1.52322 0.549 0.488 1.661
H -0.94038 -1.69504 -1.57244 0.033 -0.982 1.741
H -0.66248 -2.59912 0.10150 -0.905 -0.470 0.142
H 1.92603 -0.57584 2.35062 -1.080 0.650 -1.328
H -2.80769 2.44148 -0.25154 0.600 -2.139 0.736
H -3.65225 0.79529 -0.40049 1.844 1.051 1.016
H -3.02102 1.34691 1.20457 0.252 0.015 0.058
```
Positions in Å, forces in eV/Å.

Kohn-Sham gap: 9.5 eV
E_LUMO: -3.4050 eV
2S+1: 1
net charge: +1
structure (SMILES): C[N+]1=C(F)CN2CNCN(C2)C1
E_HOMO: -12.8689 eV

These are the natural (NBO) partial charges, in e, on atoms 1 to 4: number 1, C, carries -0.06; number 2, C, carries -0.04; number 3, C, carries -0.07; number 4, C, carries 0.00

***

No. 5
Entry from the OMol25 dataset: an isolated molecule of C3H6N2S2 in a non-equilibrium geometry (ωB97M-V/def2-TZVPD).

Structure (XYZ):
```
13
Properties=species:S:1:pos:R:3:forces:R:3
C 1.54464 1.56848 0.60625 1.104 -0.115 0.074
C -0.66858 -0.11079 0.10997 -0.281 -0.310 -0.427
C 1.85256 -1.34675 -0.79806 0.936 0.071 0.039
H 1.40082 1.21391 1.63508 0.185 -0.036 -0.388
H 1.73204 2.64424 0.63503 -0.106 -0.057 0.071
H 2.41752 1.11134 0.09918 -0.426 0.051 0.602
H -0.42767 -1.70278 1.33698 0.314 0.169 -0.689
H 2.89666 -1.71874 -0.91997 -0.999 0.179 0.102
H 1.44451 -0.74755 -1.62638 -0.162 -0.231 0.475
N 0.03873 -1.16737 0.60063 0.391 -0.203 0.802
N 1.31192 -1.60393 0.32709 0.092 0.030 -0.272
S 0.07860 1.38502 -0.36712 -0.679 0.248 -0.469
S -2.28423 -0.26421 -0.08056 -0.369 0.205 0.082
```
Positions in Å, forces in eV/Å.

Kohn-Sham gap: 8.3 eV
E_LUMO: -0.1751 eV
2S+1: 1
structure (SMILES): C=NNC(=S)SC
E_HOMO: -8.4270 eV

These are the natural (NBO) partial charges, in e, on atoms 1 to 4: number 1, C, carries -0.78; number 2, C, carries -0.16; number 3, C, carries -0.13; number 4, H, carries 0.24

***

No. 6
Entry from the OMol25 dataset: an isolated molecule of C3H4O3 (ωB97M-V/def2-TZVPD).

Structure (XYZ):
```
10
Properties=species:S:1:pos:R:3:forces:R:3
O -1.08501 -0.46766 -0.25373 0.005 -0.060 0.103
C -0.58921 0.62172 -0.93371 0.307 0.333 -0.129
C 0.49081 1.31976 -0.60874 -0.208 -0.118 -0.039
O 0.32401 -1.98086 0.47519 -0.142 0.037 0.110
C -0.36346 -0.88577 0.81756 0.102 0.185 0.557
O -0.36133 -0.36858 1.90116 -0.027 -0.337 -0.654
H -1.20284 0.81066 -1.80583 0.082 0.014 0.102
H 0.81330 2.12805 -1.25108 -0.106 -0.054 0.049
H 1.06550 1.12261 0.28996 -0.048 0.009 -0.125
H 0.78101 -2.28488 1.27131 0.035 -0.009 0.026
```
Positions in Å, forces in eV/Å.

Kohn-Sham gap: 10.4 eV
E_LUMO: 0.6675 eV
2S+1: 1
structure (SMILES): C=COC(=O)O
E_HOMO: -9.7259 eV

These are the natural (NBO) partial charges, in e, on atoms 1 to 4: number 1, O, carries -0.51; number 2, C, carries 0.14; number 3, C, carries -0.51; number 4, O, carries -0.66

***

no.,E_tot (hartree)
1,-724.22899
2,-815.33898
3,-288.63356
4,-593.69130
5,-1023.72826
6,-342.41814